Record 1
CHBr2P | ωB97M-V/def2-TZVPD

Energy above the lowest of the compared OMol25 structures with the same formula, charge and spin ... 101.1 kcal per mole
Kohn-Sham gap (alpha / beta) ... 7.0552 / 6.9915 eV
Multiplicity ... 1
Highest occupied orbital energy (alpha / beta) ... -8.7 / -8.6 eV
E_LUMO (alpha / beta) ... -1.65 / -1.65 eV

Last column: Löwdin charge in e.
Cartesian coordinates (Å):
C1 0.636313 -0.159355 0.691528  -1.11
P1 -1.268082 -1.333495 -1.764610  0.43
Br1 -0.619694 0.378742 1.958278  0.53
Br2 1.953845 1.194332 0.367511  0.49
H1 -0.702382 -0.080224 -1.252708  -0.35

Atomic forces in eV per Å
0.5732 0.0783 -0.1208
0.3611 0.7444 0.3361
0.0550 0.1992 0.0430
-0.5547 -0.3311 0.2089
-0.4345 -0.6907 -0.4673

=====

Record 2
C29H48NOP2Rh | ωB97M-V/def2-TZVPD

Kohn-Sham gap (alpha / beta) ... 5.9101 / 6.0608 eV
Multiplicity ... 6
Net charge ... +1
Expectation value of S² ... 8.78
Highest occupied orbital energy (alpha / beta) ... -8.4 / -10.2 eV
E_LUMO (alpha / beta) ... -2.52 / -4.18 eV

Last column: Löwdin charge in e.
Cartesian coordinates (Å):
Rh1 -0.216636 1.905936 -2.437702  0.91
C1 0.606496 0.736594 0.502080  -0.19
C2 1.679284 1.252639 -0.246615  -0.19
C3 -0.218001 2.658296 -0.570896  -0.41
C4 -0.564870 1.500928 0.273226  -0.19
C5 1.227985 2.443311 -0.950344  -0.34
C6 0.693386 -0.476363 1.368856  -0.02
H1 1.638912 -1.018843 1.267294  0.08
H2 -0.091087 -1.203622 1.166026  0.03
H3 0.586359 -0.255017 2.436692  0.10
C7 -1.874661 1.221218 0.906922  -0.02
H4 -2.187891 0.178225 0.744630  0.07
H5 -2.644477 1.861046 0.466828  0.08
H6 -1.835224 1.391942 1.994003  0.11
C8 -0.688091 4.067431 -0.344949  -0.05
H7 -0.099720 4.533624 0.460931  0.10
H8 -1.746748 4.040619 -0.064426  0.08
H9 -0.601462 4.704398 -1.228199  0.08
C9 2.129234 3.651828 -1.004648  -0.05
H10 2.176318 4.236582 -0.060414  0.11
H11 1.821495 4.323491 -1.808761  0.08
H12 3.153131 3.315849 -1.192334  0.07
C10 3.081252 0.751963 -0.296515  -0.02
H13 3.670898 1.096732 0.575539  0.11
H14 3.542703 1.156176 -1.214905  0.09
H15 3.100501 -0.356286 -0.332188  0.08
C11 -1.193466 -2.967029 -1.577477  -0.12
C12 -0.113346 -2.910809 -0.777542  -0.15
C13 1.279538 -3.101999 -1.241567  -0.14
C14 1.427789 -3.206963 -2.823259  -0.18
C15 1.610533 -1.866773 -3.424355  -0.15
C16 0.738387 -0.859601 -3.134860  -0.23
C17 -0.593128 -0.842667 -2.446130  -0.25
C18 -1.465986 -2.057607 -2.708377  -0.21
H16 1.746179 -3.969804 -0.736658  0.12
H17 0.570730 -3.736057 -3.273001  0.11
H18 1.836120 -2.213842 -0.886729  0.10
H19 -1.210757 -2.535671 -3.653997  0.06
H20 -1.916755 -3.792675 -1.459249  0.12
H21 -0.244237 -2.785733 0.306975  0.09
H22 -2.528335 -1.800182 -2.797642  0.12
H23 -0.433541 -0.778194 -1.355327  0.10
H24 1.028017 0.219753 -3.262375  0.05
H25 -1.156444 0.108727 -2.689389  0.06
H26 2.308300 -3.809831 -3.057685  0.11
H27 2.480926 -1.705880 -4.092300  0.12
P1 -0.528032 -1.168760 -5.658679  0.89
P2 -0.327396 1.858318 -5.561475  0.82
C19 -0.488936 -0.368812 -7.349790  -0.44
C20 -1.043549 1.011949 -7.147089  -0.43
H28 -1.098759 -0.984951 -8.009574  0.08
H29 0.531059 -0.400064 -7.733797  0.07
H30 -0.854701 1.646625 -8.019427  0.08
H31 -2.134966 1.003308 -7.013516  0.07
C21 -1.127854 3.407396 -6.178750  -0.32
H32 -0.829403 4.250880 -5.557453  0.03
H33 -2.208550 3.255058 -6.093109  0.04
H34 -0.887809 3.612414 -7.228754  0.05
C22 1.376917 2.056741 -6.283988  -0.28
H35 1.340405 2.284066 -7.355630  0.05
H36 1.978790 1.155207 -6.135166  0.03
H37 1.864344 2.880732 -5.758880  0.03
C23 -2.276552 -1.808143 -5.903086  -0.26
H38 -2.609613 -2.456909 -5.078183  0.03
H39 -2.297568 -2.387889 -6.843174  0.04
H40 -2.960724 -0.945378 -5.983355  0.04
C24 0.377621 -2.647369 -6.278670  -0.26
H41 1.229483 -2.310449 -6.889847  0.05
H42 -0.293835 -3.243926 -6.915545  0.05
H43 0.767114 -3.277581 -5.467953  0.02
O1 -2.070150 -2.384234 1.731916  -0.13
N1 -3.227461 -2.968234 1.835373  -0.22
C25 -4.332744 -2.384031 1.279140  -0.01
C26 -5.546849 -3.047443 1.328771  -0.05
C27 -5.679514 -4.183510 2.128868  -0.07
C28 -4.564833 -4.670559 2.805200  -0.05
C29 -3.318522 -4.128964 2.549012  0.00
H44 -4.168474 -1.424290 0.796168  0.13
H45 -6.359553 -2.652268 0.733730  0.11
H46 -6.634862 -4.688113 2.251040  0.11
H47 -4.620260 -5.487126 3.515538  0.12
H48 -2.391171 -4.538353 2.935146  0.14

Atomic forces in eV per Å
0.0924 0.1368 -2.3807
0.0195 -0.1661 -0.3648
-0.8010 0.1407 0.2506
2.3114 -0.5572 0.9341
1.1206 0.2404 0.4021
-1.5801 1.0085 1.8642
-0.0737 -0.4517 0.3579
-0.0419 0.2637 -0.1131
-0.1473 0.2670 -0.0241
0.0247 0.2677 -0.1258
-0.4630 -0.0208 -0.2834
0.2308 0.1422 0.2020
-0.0093 0.0149 0.2247
-0.0236 -0.0689 -0.2744
-0.7407 -0.1788 0.0500
-0.2431 -0.1359 -0.1465
0.1719 0.2783 0.0821
0.0702 -0.0783 0.0195
0.4591 -0.1419 -0.6402
-0.3685 -0.4931 -0.3775
0.2076 0.1303 0.0983
-0.0560 0.2596 -0.1781
0.0625 -0.1380 -0.3479
-0.2625 -0.2038 -0.3638
0.0697 -0.3657 0.4556
0.1320 0.6281 0.0607
-4.8050 -1.7211 -2.3516
3.3297 0.0172 3.2942
0.4930 -0.5083 -0.7900
0.1534 -0.8714 0.9572
-0.9519 1.9525 0.3875
1.6731 0.6506 0.0998
-0.0310 0.3264 0.2766
-0.1744 0.5052 0.7603
-0.0521 0.1628 -0.2725
0.2157 0.0156 0.3943
0.1318 -0.3244 -0.2242
0.1594 -0.0417 -0.0503
0.4261 -0.0395 -0.2669
0.0048 0.0955 -0.5511
0.0346 0.0217 0.0743
-0.0420 0.0332 -0.2668
0.4959 -0.8907 -0.9201
0.1048 -0.8017 -0.3050
-0.0930 -0.0360 0.0790
-0.5271 0.2205 0.7811
-0.7427 -0.6245 -2.0848
-0.2987 0.4429 -2.2666
-0.2298 -0.3447 0.7799
-0.1747 -0.0260 0.5831
0.0027 0.1110 -0.2258
0.0300 0.3233 0.0702
0.1148 0.2014 0.3569
0.2032 -0.1582 -0.0177
0.2403 0.4191 0.6565
-0.1730 0.2168 -0.0840
0.1163 0.1730 0.0413
0.0463 -0.0377 0.3276
-0.0431 0.0671 0.5599
-0.1388 -0.0247 0.2432
-0.1010 0.0789 0.0386
0.1414 -0.0423 -0.0745
-0.0126 -0.0560 0.0812
0.0342 0.3164 -0.4016
-0.1619 0.2811 0.3995
0.1800 -0.4021 0.0610
0.2808 -0.5578 0.3280
-0.2183 -0.1525 0.2920
0.3288 0.1211 0.1892
-0.1318 0.0501 -0.3048
-0.5003 -0.1311 -0.1255
0.6260 0.4297 0.1779
0.2122 -0.8533 0.0929
0.2934 -0.0854 0.2218
-0.1542 0.0213 0.1125
0.2354 0.0310 -0.4182
-0.6042 0.5398 0.0428
0.1091 -0.3849 0.0552
-0.1306 0.0091 0.2715
0.1402 0.2201 -0.0956
-0.1145 -0.0868 -0.2798
-0.1124 0.3703 -0.0910

=====

Record 3
C4H7N3 | ωB97M-V/def2-TZVPD

Energy above the lowest of the compared OMol25 structures with the same formula, charge and spin ... 96.2 kcal per mole
Kohn-Sham gap (alpha / beta) ... 9.7223 / 5.2465 eV
Multiplicity ... 1
Highest occupied orbital energy (alpha / beta) ... -9.2 / -6.3 eV
E_LUMO (alpha / beta) ... 0.52 / -1.04 eV

Last column: Löwdin charge in e.
Cartesian coordinates (Å):
C1 0.648361 -1.693324 0.366482  -0.05
C2 0.291250 1.870006 0.964226  -0.04
N1 -0.624614 1.021473 0.636583  -0.05
C3 -0.691938 0.367298 -0.645652  -0.35
N2 -1.281751 0.988533 -1.564557  0.17
C4 0.130454 -1.005135 -0.888743  -0.43
N3 0.207981 -1.316108 -2.071010  0.18
H1 1.550617 -2.252509 0.108482  0.08
H2 -0.094218 -2.409590 0.739354  0.08
H3 0.881453 -1.009633 1.193132  0.06
H4 0.949628 2.234098 0.183165  0.07
H5 0.393780 2.189975 1.994196  0.06
H6 -1.223071 0.647446 1.369737  0.15
H7 -1.137933 0.367471 -2.385395  0.05

Atomic forces in eV per Å
0.2040 -0.3041 -0.1417
2.6309 2.1226 0.6531
-2.6561 -2.8725 -0.9684
0.1547 0.9135 0.8614
0.2921 -1.0111 -0.3993
-0.4202 0.6796 0.7106
0.2350 -0.2498 0.1835
-0.1235 0.0186 0.0870
0.0450 0.1503 -0.1797
-0.1102 0.0209 -0.4525
-0.1241 0.0609 0.2353
0.0119 -0.0797 -0.2270
0.1613 0.0657 -0.3321
-0.3007 0.4853 -0.0302

=====

Record 4
C4H10 | ωB97M-V/def2-TZVPD

Energy above the lowest of the compared OMol25 structures with the same formula, charge and spin ... 84.6 kcal per mole
Kohn-Sham gap ... 11.9671 eV
Multiplicity ... 1
Highest occupied orbital energy ... -10.7 eV
E_LUMO ... 1.23 eV

Last column: Löwdin charge in e.
Cartesian coordinates (Å):
C1 -1.655166 -0.515127 0.041590  -0.10
C2 -0.694108 0.681710 -0.323753  -0.31
C3 0.606158 0.533392 0.412779  -0.31
C4 1.563413 -0.465192 -0.188356  -0.15
H1 -2.027610 -0.264676 1.361087  0.17
H2 -1.181282 -1.449616 -0.018052  0.01
H3 -2.609333 -0.523895 -0.592112  0.07
H4 -0.869672 1.589502 -0.127934  0.00
H5 -0.602390 0.789085 -1.552974  0.17
H6 1.195714 1.549791 0.330176  0.13
H7 0.472647 0.221603 1.619459  0.17
H8 1.142918 -1.296903 -0.086406  -0.04
H9 2.005594 -0.210704 -1.152010  0.07
H10 2.653117 -0.638969 0.276506  0.12

Atomic forces in eV per Å
-2.7191 4.0402 2.7694
1.2808 -7.2775 -3.9392
3.2012 1.3791 2.0690
6.2956 5.4885 0.4158
1.0586 -1.1220 -4.1752
0.6960 -1.1465 0.0721
1.3194 0.0220 1.0715
-3.2773 6.6836 1.9419
0.3468 -0.8359 2.8826
-1.3800 -1.5547 0.7247
0.0228 1.1484 -3.2523
-3.2057 -7.4849 -0.2147
-1.2172 -0.0637 -0.6148
-2.4220 0.7234 0.2494